# 1
Formula: H2N2O4P
Source: the Open Molecules 2025 dataset
Level of theory: ωB97M-V with the def2-TZVPD basis set

Properties
- LUMO (spin up / spin down) (eV) = 3.5 / 3.5
- net charge = -1
- ΔE to the lowest compared entry with this formula, charge and spin (kcal/mol) = 135.1
- E_HOMO (spin up / spin down) (hartree) = -0.158 / -0.156

XYZ file:
```
9
Properties=species:S:1:pos:R:3:forces:R:3:nbo_charge:R:1
N 0.350599 -0.098361 0.312238 -0.302 -0.222 0.064 -1.19
N -1.434916 -1.828397 1.051235 -1.185 -1.310 -0.329 0.25
O -1.672717 -1.846644 -0.148881 -0.059 -0.261 -0.063 -0.43
O 0.310686 -0.764655 2.831966 0.490 -0.391 0.358 -1.10
O -1.895590 -2.599849 1.871695 0.176 -0.091 -0.379 -0.37
O -2.446705 0.873066 2.139324 3.890 -2.649 -1.245 -0.94
P -0.546770 -0.458611 1.687563 -3.088 4.628 1.925 1.96
H 0.893867 0.739029 0.465192 -0.016 0.098 -0.061 0.39
H -0.283787 -0.008662 -0.469069 0.094 0.198 -0.270 0.41
```
Forces are in eV/Å.

=====

# 2
Formula: C31H22CrF5I2NO4PS3
Source: the Open Molecules 2025 dataset
Level of theory: ωB97M-V with the def2-TZVPD basis set

Properties
- LUMO (spin up / spin down) (eV) = 3.7 / 3.7
- net charge = -2
- multiplicity = 4
- ΔE to the lowest compared entry with this formula, charge and spin (kcal/mol) = 25.9
- E_HOMO (spin up / spin down) (hartree) = -0.089 / -0.097

XYZ file:
```
70
Properties=species:S:1:pos:R:3:forces:R:3:nbo_charge:R:1
Cr 0.361810 -1.158959 -0.010682 -0.188 -1.025 -0.214 1.19
I 0.650810 1.274509 -1.110159 -0.675 0.858 -1.819 0.39
C -0.392681 0.983152 -3.143926 0.472 -0.221 0.757 -0.75
I 0.912482 0.209618 -4.626279 -0.001 0.173 -0.097 0.08
H -0.694001 1.969416 -3.477683 0.032 0.067 0.181 0.21
H -1.238424 0.310650 -3.075889 -0.030 0.150 0.053 0.20
O 2.018552 -0.787009 2.066334 0.146 0.251 0.027 -0.99
S 0.692268 -1.328767 2.353637 0.556 -0.053 2.062 2.54
O 0.432285 -1.669322 3.723937 -0.106 0.117 0.030 -0.97
O 0.536636 -2.521468 1.432543 0.091 -0.181 -0.790 -0.97
O -0.312789 -0.368404 1.761332 -0.033 0.175 -0.524 -1.00
F -2.499582 0.118109 -0.184524 -0.214 0.121 0.234 -0.33
C -2.588061 -1.210478 0.052134 0.395 0.061 -0.374 0.37
C -1.473355 -1.986265 -0.207914 -0.950 -0.244 0.438 -0.43
C -1.664568 -3.350463 -0.014507 0.081 0.299 -0.305 0.40
F -0.672874 -4.208282 -0.274654 -0.056 -0.180 0.145 -0.31
C -2.861236 -3.888548 0.420634 -0.107 -0.065 0.033 0.23
F -3.015635 -5.215272 0.586020 0.055 -0.026 -0.013 -0.31
C -3.929276 -3.057616 0.711150 0.143 0.079 -0.105 0.27
F -5.091168 -3.575185 1.139378 -0.046 -0.006 0.028 -0.31
C -3.794187 -1.696585 0.520633 -0.025 -0.001 0.001 0.23
F -4.820891 -0.874057 0.801489 -0.055 0.004 -0.063 -0.31
S 2.315969 5.639195 1.931892 0.039 0.268 -0.023 -0.70
P 1.286766 3.964400 1.811981 0.235 -0.350 -0.214 1.16
S 2.238445 2.426086 0.884639 0.019 0.361 0.862 -0.59
C 0.708940 3.517836 3.494227 0.098 0.144 -0.247 -0.40
C -0.053508 4.475948 4.162786 -0.005 -0.037 0.034 -0.14
C -0.565458 4.205134 5.417796 -0.040 0.079 -0.051 -0.24
C -0.319398 2.972739 6.012012 0.072 -0.052 0.125 -0.23
C 0.459517 2.032924 5.358725 -0.046 -0.047 -0.081 -0.21
C 0.980886 2.304500 4.096603 -0.100 -0.069 0.119 -0.19
C -0.339712 4.227353 1.005330 0.203 0.007 0.113 -0.29
C -0.611899 5.417961 0.346452 -0.021 -0.021 -0.013 -0.23
C -1.850262 5.612951 -0.249491 -0.001 -0.035 -0.044 -0.23
C -2.809679 4.612919 -0.186688 -0.068 0.062 -0.055 -0.23
C -2.542361 3.427738 0.485193 -0.018 -0.081 0.018 -0.21
C -1.307704 3.229060 1.084490 -0.098 0.139 -0.032 -0.22
H -0.227919 5.433683 3.686273 -0.031 -0.002 0.023 0.21
H -1.165703 4.949562 5.928524 0.004 -0.009 0.013 0.19
H -0.730953 2.755960 6.991398 -0.005 -0.036 -0.016 0.19
H 0.638900 1.060266 5.792199 0.025 -0.068 0.107 0.22
H 1.579093 1.562111 3.590103 0.039 -0.113 -0.203 0.26
H 0.152058 6.185753 0.325794 0.020 -0.007 -0.006 0.24
H -2.067158 6.544342 -0.759889 0.011 -0.006 -0.016 0.20
H -3.771583 4.757524 -0.665419 -0.019 -0.004 0.031 0.20
H -3.295700 2.653245 0.536397 -0.002 -0.065 -0.001 0.22
H -1.099136 2.307401 1.616612 0.019 -0.070 -0.041 0.24
C -1.061005 -4.366764 -4.402954 -0.083 -0.049 -0.044 -0.27
C 0.148505 -4.827625 -3.898506 0.018 -0.005 -0.084 -0.22
C 0.867458 -4.077677 -2.988336 -0.042 0.070 0.166 -0.24
C 0.410511 -2.824169 -2.545003 -0.156 -0.186 -0.202 0.18
C -0.827323 -2.395473 -3.043234 0.116 -0.038 0.066 -0.23
C -1.545864 -3.147013 -3.956743 -0.022 -0.067 0.027 -0.20
N 1.128607 -2.054952 -1.630028 0.037 0.078 0.082 -0.74
C 2.514533 -2.014922 -1.764560 0.237 0.082 -0.122 0.26
C 3.314897 -1.674376 -0.661654 -0.218 -0.193 -0.100 -0.30
C 4.693335 -1.615887 -0.763554 0.057 0.045 -0.054 -0.17
C 5.331181 -1.893202 -1.963843 0.092 0.057 0.074 -0.28
C 4.552744 -2.175924 -3.078648 -0.005 -0.051 -0.026 -0.21
C 3.173778 -2.222308 -2.993984 -0.006 0.026 0.140 -0.28
H -1.625138 -4.958198 -5.113743 0.013 0.005 -0.023 0.19
H 0.536927 -5.787528 -4.220336 -0.010 -0.023 0.041 0.19
H 1.784859 -4.472119 -2.573361 0.067 0.029 -0.035 0.22
H -1.226760 -1.458444 -2.686103 0.026 -0.113 -0.041 0.20
H -2.491948 -2.771563 -4.330050 -0.007 0.015 0.030 0.20
H 2.861261 -1.502629 0.306762 0.066 0.011 0.054 0.24
H 5.270280 -1.352439 0.114567 -0.007 -0.030 0.020 0.21
H 6.412442 -1.881569 -2.026258 0.001 0.048 -0.045 0.19
H 5.026333 -2.358286 -4.037037 0.008 0.003 -0.020 0.19
H 2.591812 -2.412325 -3.884337 0.002 -0.054 0.009 0.22
```
Forces are in eV/Å.

=====

# 3
Formula: C5H10
Source: the Open Molecules 2025 dataset
Level of theory: ωB97M-V with the def2-TZVPD basis set

Properties
- LUMO (eV) = 1.4
- structure (SMILES) = C1=CC1.[H][H].C=C
- ΔE to the lowest compared entry with this formula, charge and spin (kcal/mol) = 109.6
- E_HOMO (hartree) = -0.345

XYZ file:
```
15
Properties=species:S:1:pos:R:3:forces:R:3:nbo_charge:R:1
C 1.798043 0.515001 0.247564 0.047 0.104 -0.295 -0.19
C 1.832935 0.381180 -1.037540 0.027 0.175 0.267 -0.18
C 1.625611 -0.885471 -0.261920 -0.041 -0.373 0.029 -0.43
H 1.846428 1.145110 1.121641 -0.007 -0.087 -0.144 0.22
H 1.921500 0.818026 -2.020178 -0.007 -0.068 0.179 0.22
H 0.634324 -1.350720 -0.241743 0.146 0.117 -0.010 0.18
H 2.444291 -1.604366 -0.166234 -0.112 0.135 -0.023 0.18
H -0.941266 0.148053 -1.752963 0.016 -0.018 -0.086 0.00
H -0.858759 -0.022807 -2.473038 -0.031 0.011 0.043 -0.01
C -2.195932 -0.065021 0.687395 0.103 0.070 0.141 -0.39
C -1.237653 0.349829 1.508350 -0.155 -0.053 -0.100 -0.39
H -2.338895 -1.118195 0.458511 0.047 0.135 0.049 0.20
H -2.879259 0.632445 0.209202 0.106 -0.080 0.072 0.20
H -1.097903 1.403779 1.735722 -0.046 -0.138 -0.048 0.19
H -0.553465 -0.346843 1.985231 -0.094 0.069 -0.073 0.20
```
Forces are in eV/Å.

=====

# 4
Formula: C25H29N5O2Pt
Source: the Open Molecules 2025 dataset
Level of theory: ωB97M-V with the def2-TZVPD basis set

Properties
- LUMO (spin up / spin down) (eV) = -6.4 / -7.7
- net charge = +2
- multiplicity = 3
- E_HOMO (spin up / spin down) (hartree) = -0.395 / -0.497

XYZ file:
```
62
Properties=species:S:1:pos:R:3:forces:R:3:nbo_charge:R:1
Pt -0.495477 0.363029 1.224618 -1.458 -0.591 0.163 0.86
C 3.920123 -4.515971 2.949218 0.101 0.028 -0.094 -0.66
C 3.387023 -3.302471 2.273018 -0.116 0.248 0.698 0.16
C 3.537023 -3.111071 0.907318 -0.142 0.344 -0.933 -0.23
C 2.979223 -2.019571 0.209418 0.533 -0.828 -0.431 -0.14
C 3.250123 -1.993971 -1.176982 0.457 -0.562 0.622 0.06
N 2.679423 -1.366671 -2.195182 0.072 0.530 -1.041 -0.50
C 1.430223 -0.657371 -2.248882 -0.502 0.067 0.129 -0.25
C 0.206723 -1.595171 -2.141882 -0.136 0.113 0.011 -0.42
C -0.928177 -1.008071 -2.988282 1.031 0.260 0.328 -0.23
N -2.240377 -1.544671 -2.709882 -1.841 0.787 0.094 -0.43
C -3.313477 -0.804671 -2.461382 1.231 -0.672 -0.364 0.29
C -3.266577 0.568129 -2.066982 0.404 0.376 0.600 -0.20
C -4.103877 1.495029 -2.686082 0.248 0.340 0.150 -0.09
C -3.940477 2.869029 -2.505382 0.007 -0.341 0.021 -0.07
C -4.690677 3.826329 -3.365282 0.041 0.240 -0.232 -0.63
C -2.988577 3.306829 -1.596882 0.104 -0.674 0.081 -0.05
C -2.224577 2.412429 -0.825682 -0.394 -0.681 -0.385 -0.25
C -1.254477 2.947729 0.072318 0.453 0.069 0.358 0.21
N -0.483577 2.310629 0.892718 -0.426 1.111 -0.704 -0.49
C 0.550823 3.053229 1.586718 0.530 0.534 0.503 -0.24
C 0.373023 3.075229 3.110918 -0.069 -0.236 -0.237 -0.42
C 0.189223 1.678329 3.746518 -0.273 0.604 0.549 -0.24
N 0.652923 0.624529 2.872818 0.298 -0.739 -0.252 -0.41
C 1.632423 -0.140571 3.211118 -0.134 0.503 0.134 0.19
C 2.210923 -1.180271 2.403218 0.074 -0.230 -0.618 -0.17
C 2.733523 -2.315771 3.012718 -0.171 0.087 0.601 -0.28
C 2.291323 -0.991171 0.969718 -0.199 0.718 0.625 0.48
O 1.865223 0.075129 0.454518 1.112 -0.521 -0.093 -0.61
C -2.359877 1.007329 -1.035082 -0.247 0.301 -0.203 0.44
O -1.760277 0.098529 -0.352382 0.521 -0.272 0.140 -0.70
H 4.600923 -5.061371 2.301818 0.018 -0.071 0.010 0.24
H 3.103723 -5.182771 3.233818 -0.047 -0.022 -0.008 0.25
H 4.439023 -4.242671 3.866418 0.027 -0.002 0.061 0.25
H 4.093923 -3.847071 0.347018 0.039 -0.073 -0.094 0.22
H 4.056723 -2.652871 -1.479182 -0.048 0.017 -0.050 0.21
H 3.130223 -1.497671 -3.092082 -0.041 -0.038 0.263 0.41
H 1.405223 -0.136971 -3.205382 0.049 0.030 -0.052 0.21
H 1.398123 0.076429 -1.438582 -0.071 -0.092 -0.435 0.26
H -0.114077 -1.675471 -1.100582 0.027 -0.038 -0.105 0.22
H 0.466523 -2.592271 -2.502082 0.011 -0.012 0.009 0.22
H -0.711077 -1.199071 -4.046282 -0.154 0.047 0.101 0.23
H -0.961677 0.071129 -2.839482 -0.097 -0.105 -0.097 0.23
H -2.378877 -2.513471 -2.965582 -0.208 -0.016 -0.038 0.43
H -4.280377 -1.254971 -2.647882 -0.023 -0.289 0.043 0.23
H -4.840277 1.147329 -3.393782 -0.132 -0.059 -0.166 0.23
H -5.613577 3.386029 -3.731982 -0.107 0.082 0.004 0.23
H -4.073277 4.078929 -4.230082 -0.105 0.052 -0.066 0.24
H -4.906677 4.754629 -2.843782 -0.131 0.031 0.035 0.24
H -2.814877 4.367329 -1.477282 -0.054 0.128 0.049 0.23
H -1.145477 4.029929 -0.000682 0.160 -0.022 0.187 0.20
H 0.567923 4.090829 1.236518 0.059 -0.173 -0.041 0.22
H 1.506923 2.580729 1.329618 -0.145 0.131 0.010 0.23
H -0.489877 3.691729 3.365318 0.048 0.012 0.043 0.23
H 1.257623 3.557829 3.528018 -0.023 0.002 -0.032 0.24
H -0.876377 1.500929 3.942118 0.277 -0.027 -0.033 0.23
H 0.722723 1.641129 4.702318 -0.100 -0.074 -0.115 0.22
H 2.092423 0.009329 4.188218 -0.176 0.066 0.079 0.21
H 2.618823 -2.439571 4.079318 0.056 -0.024 0.142 0.23
N -0.685577 -2.674571 1.769518 -0.046 0.871 -0.139 -0.59
C -0.610077 -1.533171 1.584218 -0.170 -1.128 0.165 0.37
H -0.797477 -3.644271 1.979818 -0.002 -0.118 0.053 0.48
```
Forces are in eV/Å.

=====

# 5
Formula: C4H8O2
Source: the Open Molecules 2025 dataset
Level of theory: ωB97M-V with the def2-TZVPD basis set

Properties
- LUMO (eV) = 1.1
- ΔE to the lowest compared entry with this formula, charge and spin (kcal/mol) = 99.7
- E_HOMO (hartree) = -0.291

XYZ file:
```
14
Properties=species:S:1:pos:R:3:forces:R:3:nbo_charge:R:1
C -1.959485 0.308800 0.535455 0.242 -0.492 -0.050 -0.66
C -0.458231 0.137740 0.490728 -0.153 -1.014 -1.717 0.11
C 0.742884 -1.320407 -0.476695 -0.469 0.220 -0.509 -0.18
O 1.557346 -0.356564 -1.053760 -0.057 -0.008 -0.302 -0.53
C 1.455061 0.890720 -0.416510 0.444 0.441 -0.114 0.22
O 0.119012 1.176946 -0.171919 0.113 -0.228 0.350 -0.50
H -2.428238 -0.602603 0.904401 -0.071 -0.011 -0.125 0.22
H -2.287385 1.126088 1.205619 0.549 -0.288 -0.162 0.23
H -2.340126 0.558784 -0.459315 0.010 -0.169 0.093 0.22
H 0.118314 -0.567696 1.025859 0.166 1.082 2.562 0.22
H 1.329758 -1.949393 0.247599 -0.798 0.674 -0.021 0.15
H 0.322147 -1.953831 -1.249336 -0.143 0.029 -0.138 0.18
H 2.002243 0.914975 0.539070 0.080 -0.179 -0.097 0.13
H 1.826701 1.636437 -1.121196 0.086 -0.059 0.230 0.18
```
Forces are in eV/Å.

=====

Let's list strongest force on any atom in order: 5.89 2.14 0.38 2.00 2.79 eV Å⁻¹.